Density functional theory data (ωB97M-V with the def2-TZVPD basis set) for C40H34N3O3OsP2S as an isolated structure.

Geometry as XYZ:
```
84
Properties=species:S:1:pos:R:3:forces:R:3:mulliken_charge:R:1
H -1.00301 -5.11146 3.40745 -0.03 0.03 -0.02 0.441
H -2.02688 5.71699 2.47724 0.01 0.03 0.01 0.235
C 2.29093 1.20142 -1.16767 -0.11 0.05 0.11 0.392
C 1.58009 2.09072 -1.98060 0.04 0.02 0.01 -0.388
C -2.65871 5.27832 -1.70647 0.00 -0.03 -0.07 -0.684
H -6.11357 0.98340 -0.12030 0.06 -0.03 -0.03 0.476
H 2.65164 -3.92225 -4.74677 0.04 0.08 0.02 0.459
C -2.05878 3.43198 0.24108 0.01 -0.21 0.30 0.830
H -2.45768 -1.40628 -2.46519 -0.08 0.07 0.02 0.292
H 5.73378 -0.96489 -4.30524 -0.05 -0.03 0.00 0.450
H 0.14638 -2.49992 -0.11238 0.07 -0.01 0.05 0.964
C 2.79378 3.91412 -0.98999 0.00 -0.01 0.01 -0.657
H 4.26904 3.39441 0.48623 -0.05 -0.01 -0.03 0.505
C 2.98140 -1.26289 2.42493 -0.07 0.08 -0.08 0.017
C 4.21366 -1.64126 4.86135 0.03 -0.02 0.03 -0.623
C 4.26623 -2.50435 -4.62671 0.04 0.01 -0.02 -0.508
H -2.15840 1.92062 -1.30666 -0.03 -0.07 -0.03 0.311
C 2.15200 -0.88107 1.27502 0.20 -0.22 -0.08 0.337
H -1.50205 3.47009 3.44174 0.01 0.00 -0.05 0.493
H -2.89794 5.98382 -2.49178 0.00 -0.04 0.03 0.458
H -4.23982 0.05358 1.17593 0.00 0.03 0.15 0.588
N -1.76265 2.74680 1.44160 0.36 -0.13 0.00 -0.350
O 2.49490 -1.25271 0.04497 0.10 0.05 -0.07 -0.518
H -2.67715 3.59896 -3.05096 0.01 0.02 0.07 0.526
C -1.71167 3.66769 2.40082 -0.17 -0.08 -0.12 -0.357
H -0.35928 -3.07856 2.17920 -0.03 -0.02 0.01 0.186
C 3.26149 1.66680 -0.27798 0.08 0.00 -0.05 -0.049
C -0.54609 -1.89945 -0.69977 0.15 0.18 -0.10 -1.786
H 2.57424 -0.53014 5.74399 0.02 -0.03 -0.05 0.554
C -2.50258 5.73587 -0.41605 0.00 0.10 0.06 -1.095
C -1.38113 -3.44083 2.11985 0.02 -0.02 0.05 -0.070
C 2.42970 -0.75884 3.60452 -0.13 -0.04 0.05 0.330
C 2.30645 -2.43904 -3.24315 0.08 -0.03 0.01 -0.391
C 3.50962 3.02720 -0.19273 -0.01 0.01 -0.02 -0.917
C 4.06106 -0.76072 -2.98733 -0.01 -0.14 -0.07 -0.633
C -3.64989 -3.22068 1.31123 -0.04 -0.05 -0.04 -0.511
H -4.39425 -2.70429 0.71827 0.01 -0.03 0.02 0.392
C 3.03757 -3.03952 -4.25055 -0.04 -0.07 -0.01 -0.849
H -2.61555 6.78451 -0.16710 0.01 -0.08 -0.02 0.463
H 3.84327 0.97992 0.32896 -0.05 0.04 -0.02 0.474
N -1.97587 4.87589 1.92157 -0.04 0.17 -0.16 0.020
H 2.99161 4.97652 -0.91892 0.01 -0.04 -0.02 0.489
H 1.34916 -2.85853 -2.95130 0.05 0.01 -0.02 0.314
H 4.70977 -1.80117 5.81044 0.00 0.01 -0.04 0.468
P -1.83332 -1.29237 0.45773 -0.15 -0.19 0.02 0.386
H -0.29131 0.18540 -1.36397 -0.11 0.05 0.04 -0.443
H -3.33448 -5.92488 3.32189 0.01 0.03 -0.02 0.420
S 0.93694 0.03638 3.15820 0.40 0.45 0.47 1.130
C 4.77795 -2.14818 3.69722 0.00 0.00 -0.03 -0.790
C 4.77936 -1.37369 -3.99842 0.02 -0.01 -0.02 -0.809
C -5.31739 0.34431 -2.01275 -0.03 0.01 0.00 -0.631
Os -1.23054 0.71385 1.61488 -0.90 0.16 -0.66 1.251
H -6.14286 0.75039 -2.58434 0.03 -0.02 0.03 0.478
C -2.20014 4.77763 0.54559 0.04 0.15 0.25 0.485
P 1.93393 -0.52271 -1.33203 0.03 -0.10 0.06 2.185
C 4.16629 -1.96278 2.45603 0.22 -0.15 -0.04 -0.394
H 0.04767 -1.01037 -2.59843 -0.08 0.07 -0.02 0.871
C 0.15300 -0.79655 -1.53328 -0.06 -0.15 0.17 -0.610
C -2.22606 2.97364 -1.06299 0.00 -0.08 0.05 0.187
H 4.45000 0.12945 -2.50864 -0.02 0.00 -0.01 0.385
C -4.24036 -0.03720 0.09803 0.01 -0.02 -0.17 -0.325
C -4.00362 -4.36052 2.02098 -0.03 0.03 -0.03 -0.766
H -4.31924 -0.44558 -3.74143 0.00 0.00 0.05 0.500
C -3.05328 -5.03635 2.77065 0.01 -0.03 0.03 -0.580
C -3.20184 -0.71671 -0.55370 -0.02 0.19 -0.03 0.585
C -5.29950 0.48060 -0.62882 -0.02 0.01 -0.03 -0.860
H 1.30426 4.14229 -2.52479 0.02 -0.03 0.05 0.515
H 4.60571 -2.35773 1.54756 0.00 0.02 0.06 0.603
H 5.71097 -2.69365 3.75305 -0.03 0.01 0.00 0.472
O -0.26422 -0.69860 3.50446 0.08 0.04 -0.04 -0.565
C -1.74042 -4.57903 2.81984 0.02 0.00 -0.01 -0.926
H -1.05476 -2.59939 -1.36078 0.04 -0.12 -0.05 1.202
H 0.85137 1.73512 -2.70311 0.02 0.03 0.06 0.497
H -5.02349 -4.72203 1.98294 0.04 0.02 0.00 0.442
C -3.23388 -0.86005 -1.93957 -0.01 -0.02 -0.08 -0.501
O 0.87896 1.45694 3.37427 0.14 -0.24 0.06 -0.571
C -2.33509 -2.76272 1.35596 0.01 0.01 0.05 0.804
C 2.82406 -1.30101 -2.61022 0.09 0.00 -0.13 0.434
C 1.83852 3.44876 -1.88702 0.00 0.02 -0.02 -0.881
N 1.10625 -0.18377 1.50538 -0.21 0.20 0.15 0.097
H 4.82765 -2.97190 -5.42691 -0.02 0.02 0.05 0.433
C -4.29019 -0.32527 -2.66541 0.01 -0.02 -0.02 -0.747
C -2.52434 3.91448 -2.02542 -0.03 0.06 -0.07 -1.221
C 3.01262 -0.92697 4.83659 -0.03 0.00 0.05 -0.820
```
Positions in Å, forces in eV/Å.

Summary:
**E**: -3105.2938 Ha
**LUMO (spin up / spin down)**: -0.3147 / -0.3499 hartree
**Energy relative to the best compared isomer or geometry (same formula, charge and spin)**: 0.000 eV
**Multiplicity**: 5
**Frontier orbital gap (spin up / spin down)**: 7.3 / 6.7 eV
**Net charge**: +3

***

Density functional theory data (ωB97M-V with the def2-TZVPD basis set) for C42H32HfN4OPS2Se2 as an isolated structure.

Geometry as XYZ:
```
85
Properties=species:S:1:pos:R:3:forces:R:3:mulliken_charge:R:1
H -1.13179 9.44712 0.34554 -0.01 0.01 0.01 0.274
H -2.19046 9.31143 -1.06199 0.00 0.00 -0.01 0.277
C -2.17012 1.24626 2.03151 0.04 0.01 -0.05 -0.660
C -1.41647 -4.84849 -2.32612 0.02 0.00 0.00 -0.586
H 2.20423 -5.10583 -0.23709 0.00 -0.01 -0.01 0.461
H 3.65301 2.18793 3.84336 0.01 0.00 0.00 0.466
H 5.31116 2.59236 1.98268 0.00 0.00 0.00 0.434
H -0.52818 -1.97784 5.24690 0.00 0.00 0.00 0.517
C 2.18871 1.46459 2.51005 -0.12 0.06 -0.05 -0.283
O -3.48584 9.78472 1.38737 -0.03 0.00 0.02 -0.496
H 1.35156 -3.55495 5.56310 0.00 0.00 0.01 0.469
Hf 0.49641 -0.27845 0.45237 -0.60 -0.27 -0.20 -0.658
S -2.18444 -0.09485 4.20545 -0.01 0.01 0.03 -0.287
C 1.35850 1.50968 -5.04192 -0.01 -0.01 -0.01 -0.786
H -1.24096 -5.70641 3.25899 -0.01 0.00 0.00 0.451
C 2.66623 1.46694 0.17358 -0.07 0.12 -0.05 0.513
C -1.90089 8.83638 -0.12258 0.01 -0.02 0.01 -0.780
H 1.43524 1.26046 3.26039 -0.02 -0.03 -0.02 0.520
N 2.34710 1.32163 -1.09735 0.09 0.17 0.00 -0.783
H -0.85351 -1.05183 -5.12705 0.00 0.00 0.00 0.469
H -1.52090 -3.94536 1.54936 -0.01 -0.01 -0.01 0.413
C 1.44652 -5.24141 0.52585 -0.02 -0.02 -0.01 -0.521
C -0.73076 2.78077 -0.71487 0.01 -0.13 0.37 0.634
C -2.06396 5.74235 1.07381 -0.03 -0.04 0.03 -0.750
H 2.18822 2.35877 -3.24314 0.00 0.01 -0.02 0.515
H 4.64725 2.14910 -0.35829 0.01 0.00 0.00 0.545
N 0.96139 0.92368 -1.37831 -0.05 0.48 0.03 2.048
H 1.06751 -4.96076 -5.28484 0.01 0.00 0.00 0.435
C 1.26296 -2.98853 4.64540 0.01 -0.01 0.00 -0.667
H -2.63145 -6.16357 -3.49402 0.00 0.00 0.00 0.414
H 1.90401 2.17311 -5.69941 0.00 0.00 0.00 0.398
C -3.12590 8.83966 0.75238 -0.05 -0.04 -0.08 0.587
C -2.71071 4.15978 -1.11979 0.01 -0.04 0.02 -0.488
C 0.31774 -4.42155 0.54614 -0.06 -0.04 0.00 0.954
C 0.10452 -1.39308 3.28388 -0.03 0.02 0.03 1.251
C 0.37504 -4.93175 -4.45443 0.01 0.01 0.01 -0.755
C 2.21231 -3.12522 3.63901 0.00 -0.01 0.01 -0.912
C 0.50770 0.54760 -5.57143 0.01 0.01 0.02 -0.451
H 3.05988 -3.78619 3.74232 0.00 0.00 0.00 0.505
C 0.81805 0.76760 -2.84342 0.03 -0.09 0.07 -0.038
C 0.00277 1.84403 -0.91390 0.47 0.26 -0.56 -0.510
H 0.74975 -7.16860 3.21631 0.01 0.00 0.01 0.435
H -0.58684 -0.84355 -2.68646 0.00 0.00 0.00 0.222
C -1.25565 4.67285 0.74258 0.00 -0.02 0.03 -0.019
H 2.47155 -6.86603 1.46681 0.00 -0.01 -0.01 0.435
H 1.59423 -3.59976 -3.28904 0.01 -0.01 -0.01 0.367
C 1.51861 1.62792 -3.67058 0.01 0.00 -0.02 -0.487
H 0.38907 0.46046 -6.64300 0.00 0.00 0.00 0.419
C 0.67518 -4.17037 -3.33187 -0.03 0.02 -0.02 -0.312
N 1.01173 -1.56467 2.28890 -0.21 0.14 0.21 0.729
Se -1.55571 -1.87220 -0.34778 0.12 -0.19 0.11 -0.314
C -2.86451 1.09659 3.19493 -0.02 0.00 0.01 -0.541
H -0.39154 4.42866 1.34669 0.02 0.02 -0.02 0.562
C 3.98347 1.96281 0.47323 -0.01 -0.06 -0.05 -1.030
C -3.50241 5.24752 -0.79754 0.00 0.01 0.02 -0.638
C -1.70570 -5.60631 -3.44614 0.00 0.00 0.00 -0.698
S -4.24159 7.39890 0.72016 0.10 0.08 0.09 -0.120
H -3.74790 1.62841 3.51207 0.00 0.01 0.00 0.489
C 4.32708 2.20401 1.75477 0.00 0.02 0.07 -0.243
C -3.17763 6.05174 0.29200 -0.04 -0.07 -0.04 -0.048
H -2.96089 3.52855 -1.96207 0.01 0.02 -0.02 0.501
C -0.48797 -5.57645 2.49282 0.01 0.01 0.00 -0.762
C -0.94223 -0.40421 3.04600 0.03 0.00 0.23 0.244
H 2.74179 -2.48548 1.66098 0.00 -0.01 0.01 0.502
C -1.03790 0.38651 1.92072 -0.14 -0.29 0.26 -0.049
C -0.03594 -0.19146 -3.34767 -0.02 0.00 -0.05 -0.203
N 1.81506 1.17151 1.21634 0.57 0.37 0.00 0.642
H -2.11882 -4.80856 -1.50161 0.00 -0.01 0.01 0.382
P 0.13986 -3.19455 -0.77344 -0.19 -0.24 -0.07 0.158
C 3.39749 1.97074 2.81750 0.07 0.03 -0.02 -0.957
H -2.46689 1.95613 1.27265 -0.02 -0.01 0.01 0.530
H -1.04012 -6.24179 -5.38364 -0.01 0.00 0.00 0.408
C -0.65067 -4.58969 1.52827 0.04 0.04 0.05 -0.116
H -4.37548 5.48025 -1.39217 0.01 0.01 -0.01 0.458
C -0.80929 -5.64831 -4.50906 -0.01 0.00 0.01 -0.466
H -1.52270 7.84312 -0.34196 0.02 0.05 -0.01 0.266
C 1.59839 -6.22739 1.48503 0.01 0.02 0.01 -0.764
Se 1.99870 -2.07208 -0.97143 0.02 -0.29 -0.09 -0.426
C -1.57472 3.87587 -0.36004 -0.07 -0.01 -0.12 -0.299
C 2.04660 -2.39963 2.48418 -0.02 -0.03 -0.08 -0.418
C 0.21100 -2.11586 4.46996 -0.02 -0.03 0.02 -1.131
C 0.63114 -6.39408 2.46997 -0.01 0.00 -0.01 -0.505
H -1.84063 6.34125 1.94716 0.01 0.01 -0.01 0.478
C -0.21967 -4.13367 -2.27010 0.15 0.05 -0.08 1.094
C -0.18895 -0.29900 -4.72394 0.00 0.00 0.01 -0.917
```
Positions in Å, forces in eV/Å.

Summary:
**E**: -7902.4316 Ha
**LUMO**: -0.1145 hartree
**Energy relative to the best compared isomer or geometry (same formula, charge and spin)**: 0.262 eV
**Multiplicity**: 1
**Frontier orbital gap**: 7.4 eV
**Net charge**: +1

***

Density functional theory data (ωB97M-V with the def2-TZVPD basis set) for a 2-piece molecular cluster, C2H4FNO2 overall.

Geometry as XYZ:
```
10
Properties=species:S:1:pos:R:3:forces:R:3:mulliken_charge:R:1
O -1.48306 0.94734 -0.90655 -0.04 0.08 0.08 -0.537
C 0.43686 0.21370 0.13907 1.81 5.15 -0.86 0.248
H 0.27345 -1.20988 1.67094 -0.07 0.44 1.54 0.329
H 0.47314 1.80380 0.85821 0.03 -4.10 -1.21 0.303
H -1.24627 -0.83889 0.75707 -2.51 0.38 0.56 0.385
N -0.28665 0.80250 -1.06659 -0.94 -0.45 -0.52 0.869
F 1.68269 -0.02749 -0.35136 -0.65 -0.17 1.27 -0.239
C -0.22718 -0.90570 0.78986 2.89 -2.62 -1.77 -1.134
O 0.31701 1.06705 -2.08317 0.05 -0.13 0.79 -0.533
H 0.06000 -1.85243 0.19253 -0.56 1.43 0.12 0.311
```
Positions in Å, forces in eV/Å.

Summary:
**E**: -383.4994 Ha
**LUMO**: -0.0267 hartree
**Energy relative to the best compared isomer or geometry (same formula, charge and spin)**: 5.989 eV
**Multiplicity**: 1
**Frontier orbital gap**: 10.3 eV
**Net charge**: 0